1.
Formula: C3H27O11
Source: the OMol25 dataset
Level of theory: ωB97M-V with the def2-TZVPD basis set

## Properties
- Net charge: -1
- ΔE to the lowest compared entry with this formula, charge and spin: 0.0 kcal/mol

Last column: Löwdin charge in e.
Element x y z (Å)
C (1.158601, 1.184920, 0.222020)  -0.0542
C (0.760979, -0.258276, 0.252415)  -0.5976
C (1.405495, -0.912916, 1.431949)  -0.0478
O (-0.591182, -0.303905, 0.444354)  -0.3349
H (2.179715, 1.283297, -0.082055)  0.0885
H (1.162630, 1.636027, 1.131155)  0.0497
H (0.457866, 1.764550, -0.307625)  0.0503
H (0.954740, -0.740434, -0.703260)  0.1045
H (1.166908, -0.266996, 2.246603)  0.0531
H (2.475320, -0.913931, 1.300713)  0.0828
H (1.074367, -1.892974, 1.788804)  0.0803
O (-0.661425, 0.710004, 3.887428)  -0.0657
H (-0.293603, 0.052541, 3.309389)  -0.0213
H (-1.374031, 1.119752, 3.358172)  0.0147
O (-1.573346, -2.379995, 1.830722)  -0.1080
H (-1.294833, -1.554452, 1.348110)  -0.0165
H (-1.897804, -2.135354, 2.724161)  0.0447
O (1.311313, -2.813370, -3.036033)  -0.0815
H (1.175793, -2.888349, -2.078553)  -0.0125
H (1.733277, -1.977616, -3.142381)  -0.0525
O (0.187207, -3.212702, -0.428688)  -0.0468
H (0.205051, -3.868747, 0.263951)  0.0442
H (-0.042298, -2.374422, 0.017020)  0.0036
O (1.210520, 2.535489, -2.840480)  -0.0078
H (0.310956, 2.302745, -2.792046)  0.0082
H (1.421166, 3.058398, -2.096961)  0.0158
O (-3.267674, -0.580666, -0.436122)  -0.0783
H (-3.312238, -0.673848, 0.516811)  0.0089
H (-2.322432, -0.395583, -0.629645)  -0.0037
O (-2.101047, 1.503800, 1.582594)  -0.0585
H (-1.560725, 0.845398, 1.133194)  -0.0118
H (-2.829506, 1.665371, 1.012157)  0.0475
O (-0.698050, 3.788221, 1.388647)  -0.0338
H (-1.146681, 2.974989, 1.473556)  -0.0541
H (-0.035278, 3.657274, 0.746156)  -0.0176
O (2.331348, -0.328266, -2.843285)  -0.0574
H (2.702738, 0.049492, -3.681097)  0.0862
H (2.059634, 0.502810, -2.489731)  -0.0124
O (-0.941703, 0.174842, -2.225120)  -0.0574
H (-0.963631, -0.785739, -2.219948)  0.0486
H (-0.538135, 0.448624, -1.377052)  0.0004

Forces on atoms 1 to 2 (eV/Å):
C 1.352 -1.024 -1.490
C -0.977 -0.188 0.564

***

2.
Formula: C5H8O2S
Source: the OMol25 dataset
Level of theory: ωB97M-V with the def2-TZVPD basis set

## Properties
- Structure (SMILES): S[C@@H]1C[C@]12COCO2
- Net charge: 0
- ΔE to the lowest compared entry with this formula, charge and spin: 87.9 kcal/mol

Last column: Löwdin charge in e.
Element x y z (Å)
C (-0.957623, -1.121813, 0.449050)  -0.5701
C (0.024887, -0.855061, 1.408112)  -0.1320
C (0.050933, -0.230726, 0.106377)  -0.5264
C (-0.005665, 1.295994, -0.220076)  -0.0980
C (1.559598, 0.265604, -1.351452)  -0.2825
H (-2.960404, 0.170551, -0.238402)  -0.1654
H (-1.286876, -2.137901, 0.056454)  0.1425
H (0.966195, -1.533174, 1.443029)  0.1629
H (-0.455059, -0.306198, 2.438915)  0.1716
H (0.754533, 1.864525, 0.462720)  0.1520
H (-1.049850, 1.853307, -0.133285)  0.1442
H (2.428881, 0.599309, -0.697353)  0.1540
H (1.790826, -0.102718, -2.391581)  0.1601
O (0.643529, 1.306668, -1.485352)  -0.0892
O (1.016558, -0.821552, -0.751221)  -0.0072
S (-2.520462, -0.246815, 0.904065)  0.7836

Forces on atoms 1 to 2 (eV/Å):
C -7.272 -3.271 -1.584
C 2.674 0.319 6.391

***

3.
Formula: C51H33F15GeInO2P2SSi
Source: the OMol25 dataset
Level of theory: ωB97M-V with the def2-TZVPD basis set

## Properties
- Total energy: -197258.25155 eV
- Net charge: +1

Last column: Löwdin charge in e.
Element x y z (Å)
In (-1.225784, -0.724932, -0.519489)  0.7286
O (0.642339, -1.108224, 1.062612)  -0.4150
P (1.273777, -0.211450, 2.086627)  0.7609
C (0.225750, 1.253547, 2.406459)  -0.2810
P (-1.554217, 0.879941, 2.707813)  0.7731
O (-2.139747, 0.171799, 1.519963)  -0.4362
C (-2.280452, 2.508016, 2.991106)  -0.2644
C (-2.014532, 3.478435, 2.023319)  -0.0752
C (-2.507327, 4.762130, 2.178149)  -0.0577
C (-3.278672, 5.076271, 3.289899)  -0.0603
C (-3.560995, 4.107210, 4.240854)  -0.0619
C (-3.059940, 2.821579, 4.099334)  -0.0659
C (-1.828128, -0.112919, 4.182056)  -0.2844
C (-2.500479, -1.320684, 4.025323)  -0.0632
C (-2.824237, -2.083419, 5.134975)  -0.0564
C (-2.479200, -1.638998, 6.402416)  -0.0577
C (-1.805720, -0.434869, 6.561704)  -0.0613
C (-1.481201, 0.330331, 5.454753)  -0.0957
C (1.612461, -1.070403, 3.638059)  -0.2689
C (1.416856, -2.446815, 3.665602)  -0.0643
C (1.725233, -3.172414, 4.806018)  -0.0581
C (2.250301, -2.525757, 5.914687)  -0.0615
C (2.441133, -1.151415, 5.892697)  -0.0652
C (2.115234, -0.421396, 4.763782)  -0.0864
C (2.846307, 0.464363, 1.512817)  -0.2566
C (3.618852, 1.320440, 2.294759)  -0.0710
C (4.821064, 1.804615, 1.809430)  -0.0582
C (5.260228, 1.437103, 0.544204)  -0.0489
C (4.490704, 0.589315, -0.237381)  -0.0516
C (3.284642, 0.103413, 0.242839)  -0.0542
H (0.228481, 1.783658, 1.451252)  0.0061
H (0.657182, 1.892565, 3.177960)  0.0855
H (-1.443587, 3.216698, 1.140963)  0.0627
H (-2.287375, 5.522837, 1.441030)  0.1125
H (-3.670018, 6.077209, 3.413480)  0.1123
H (-4.168888, 4.351570, 5.101735)  0.1117
H (-3.282170, 2.062323, 4.838432)  0.1025
H (-2.769057, -1.643334, 3.027425)  0.0843
H (-3.352321, -3.020506, 5.015954)  0.1118
H (-2.735828, -2.228817, 7.272581)  0.1124
H (-1.534469, -0.095666, 7.552767)  0.1126
H (-0.962663, 1.274808, 5.576838)  0.1172
H (1.021652, -2.931782, 2.781315)  0.0960
H (1.560554, -4.241645, 4.827382)  0.1115
H (2.502234, -3.089510, 6.803293)  0.1118
H (2.835958, -0.644898, 6.763923)  0.1120
H (2.250050, 0.652837, 4.775178)  0.0936
H (3.293394, 1.612658, 3.284253)  0.0909
H (5.416662, 2.469311, 2.420638)  0.1124
H (6.200959, 1.818269, 0.170289)  0.1151
H (4.839257, 0.302640, -1.220498)  0.0969
H (2.674275, -0.566171, -0.350742)  0.0920
F (1.161771, 1.670111, -5.851222)  0.1020
C (0.059818, 0.910309, -5.749876)  -0.2231
C (-0.474759, 0.698531, -4.489368)  -0.1179
C (-1.550943, -0.158116, -4.387981)  -0.2072
F (-2.071681, -0.445596, -3.179297)  0.0136
C (-2.105659, -0.765737, -5.500031)  -0.1288
F (-3.129163, -1.607332, -5.379732)  0.1337
C (-1.571390, -0.507037, -6.752289)  -0.1227
F (-2.087332, -1.089494, -7.822705)  0.1529
C (-0.478979, 0.338805, -6.886372)  -0.1302
F (0.048192, 0.563019, -8.083541)  0.1452
Ge (0.532718, 1.514158, -2.980095)  0.7212
S (-0.503054, 1.667150, -1.096171)  0.3534
C (1.033479, 3.391959, -3.294443)  -0.1526
C (0.346373, 4.239115, -4.144194)  -0.2119
F (-0.585145, 3.733206, -4.959617)  0.1079
C (0.577981, 5.603795, -4.152810)  -0.1335
F (-0.091120, 6.403718, -4.974806)  0.1412
C (1.503105, 6.140040, -3.269847)  -0.1254
F (1.730680, 7.442863, -3.264927)  0.1532
C (2.182438, 5.317620, -2.381946)  -0.1335
F (3.036596, 5.840462, -1.506509)  0.1351
C (1.933290, 3.960419, -2.408573)  -0.2422
F (2.553659, 3.156222, -1.529951)  0.0782
C (2.073600, 0.252955, -3.071261)  -0.1121
C (1.828516, -1.078509, -2.805183)  -0.2229
F (0.584720, -1.447070, -2.406567)  -0.0007
C (2.784202, -2.066000, -2.934733)  -0.1318
F (2.486229, -3.336329, -2.666582)  0.1331
C (4.054324, -1.706950, -3.361194)  -0.1258
F (4.987087, -2.630945, -3.521152)  0.1576
C (4.341102, -0.376080, -3.629685)  -0.1543
F (5.563276, -0.033170, -4.020906)  0.1448
C (3.351544, 0.583703, -3.484540)  -0.2268
F (3.642579, 1.853599, -3.769939)  0.1194
C (-1.492635, -4.022922, 0.975247)  -0.1828
Si (-2.474542, -3.069995, -0.308763)  0.6029
C (-4.182290, -2.453146, 0.157768)  -0.2030
C (-2.287835, -3.688360, -2.061062)  -0.3247
C (-1.006595, -3.915595, -2.570932)  -0.1265
C (-0.830204, -4.343331, -3.875312)  -0.0685
C (-1.934994, -4.550792, -4.692070)  -0.0720
C (-3.212474, -4.340619, -4.194784)  -0.0831
C (-3.389577, -3.913554, -2.886803)  -0.0925
H (-1.984231, -4.966620, 1.221360)  0.0441
H (-1.382776, -3.440708, 1.891376)  0.0123
H (-0.496858, -4.253346, 0.594858)  0.0365
H (-4.887888, -3.268504, 0.329942)  0.0435
H (-4.575048, -1.829143, -0.646586)  0.0409
H (-4.135028, -1.843307, 1.061071)  0.0154
H (-0.141987, -3.750013, -1.934812)  0.0881
H (0.172297, -4.510291, -4.248210)  0.1075
H (-1.796568, -4.879297, -5.713539)  0.1112
H (-4.073605, -4.500700, -4.830172)  0.1124
H (-4.393751, -3.753016, -2.511360)  0.1038

Forces on atoms 1 to 2 (eV/Å):
In 0.298 0.565 1.194
O -0.522 -0.174 -0.563

***

4.
Formula: C5H8S
Source: the OMol25 dataset
Level of theory: ωB97M-V with the def2-TZVPD basis set

## Properties
- Net charge: 0
- ΔE to the lowest compared entry with this formula, charge and spin: 107.3 kcal/mol

Last column: Löwdin charge in e.
Element x y z (Å)
C (2.167428, -1.491686, 0.056453)  -0.1221
C (1.648788, -0.338200, 0.324240)  -0.0171
C (-1.136594, -0.638295, -1.110047)  -0.4363
C (-0.648535, -0.017951, 0.162481)  -0.6276
C (-1.105412, 1.318208, 0.693615)  -0.1296
S (-1.645027, -1.473275, 0.424335)  0.8166
H (3.179119, -1.820156, 0.092920)  0.0369
H (1.669792, -2.391188, -0.262941)  0.0437
H (2.191095, 0.697437, 0.497242)  0.0862
H (-1.875066, -0.154236, -1.735064)  0.0662
H (-0.541677, -1.234579, -1.787330)  0.0580
H (-1.360236, 1.167394, 1.784809)  0.0873
H (-2.010370, 1.425368, 0.153750)  0.0514
H (-0.515281, 2.262361, 0.767277)  0.0866

Forces on atoms 1 to 2 (eV/Å):
C -0.049 -1.403 -0.347
C -2.393 3.555 0.035